Record 1
The following is a quantum chemistry calculation of a molecular structure, C35H57AlB3BrClF2ILiO12S, from the OMol25 dataset.

As for the net charge: +1.

Atoms and positions in Å:
O 2.27 -6.05 -3.08
C 1.52 -6.94 -2.85
F 1.84 -7.86 -1.85
C 0.18 -7.01 -3.65
B -0.72 -5.76 -3.14
O -0.43 -4.45 -3.57
B -1.54 -3.60 -3.51
I -2.07 -2.09 -5.04
O -2.35 -3.74 -2.35
B -2.76 -5.13 -2.45
C -4.26 -5.45 -2.89
C -4.98 -6.59 -2.08
C -6.46 -6.66 -2.60
C -7.29 -5.46 -2.86
C -8.64 -5.50 -3.37
C -9.23 -6.81 -3.64
C -8.45 -8.01 -3.35
C -7.09 -7.98 -2.85
O -1.76 -6.08 -2.20
H -0.34 -7.96 -3.34
H 0.32 -6.96 -4.76
H -4.22 -5.77 -3.98
H -4.82 -4.47 -2.88
H -4.93 -6.49 -0.97
H -4.51 -7.58 -2.35
H -6.86 -4.45 -2.65
H -9.17 -4.53 -3.57
H -10.27 -6.85 -4.06
H -8.91 -9.02 -3.54
H -6.56 -8.94 -2.66
C -5.77 -0.25 0.01
C -5.78 0.89 -1.02
C -5.57 0.25 -2.40
S -6.23 -1.42 -2.29
O -5.14 -2.34 -2.44
O -7.43 -1.51 -3.07
C -6.66 -1.34 -0.56
H -6.12 0.09 0.99
H -4.75 -0.62 0.13
H -6.75 1.40 -0.99
H -5.01 1.63 -0.80
H -6.10 0.80 -3.18
H -4.51 0.18 -2.65
H -6.51 -2.31 -0.10
H -7.72 -1.06 -0.50
Li -5.91 2.43 -3.37
C -1.67 0.76 3.28
C -1.69 2.01 2.43
C -2.08 1.46 1.07
O -2.90 0.31 1.31
C -2.82 -0.04 2.70
H -1.78 0.95 4.35
H -0.73 0.23 3.13
H -2.47 2.69 2.79
H -0.75 2.56 2.41
H -1.20 1.13 0.51
H -2.63 2.18 0.46
H -3.77 0.23 3.18
H -2.68 -1.12 2.80
C 1.15 0.03 -1.12
O 0.62 1.06 -1.78
H 0.50 -0.48 -0.38
H 1.50 -0.83 -1.73
H 2.06 0.24 -0.51
Al -10.72 -7.40 -5.62
C 3.89 3.14 -0.63
C 3.05 4.05 -1.50
C 1.89 4.39 -0.58
O 2.40 4.35 0.76
C 3.71 3.76 0.74
H 4.94 3.07 -0.93
H 3.47 2.13 -0.64
H 3.62 4.96 -1.73
H 2.74 3.60 -2.44
H 1.10 3.64 -0.66
H 1.47 5.37 -0.79
H 4.44 4.55 0.92
H 3.79 3.02 1.55
F -1.72 5.27 6.43
C -0.78 5.46 5.49
C -0.63 6.71 4.92
C 0.34 6.90 3.95
C 1.15 5.84 3.55
C 0.99 4.59 4.13
C 0.02 4.40 5.11
H -1.28 7.52 5.24
H 0.47 7.88 3.50
H 1.91 5.99 2.79
H 1.62 3.76 3.82
H -0.11 3.43 5.57
C 9.54 0.98 0.36
O 9.53 2.22 1.02
C 8.45 3.05 0.61
C 8.11 4.07 1.68
O 7.35 3.52 2.76
C 8.05 2.66 3.65
C 9.02 3.39 4.56
O 10.22 3.71 3.86
C 10.89 4.82 4.43
H 9.67 1.11 -0.72
H 10.37 0.39 0.75
H 8.61 0.43 0.56
H 7.56 2.44 0.40
H 8.76 3.57 -0.31
H 7.47 4.83 1.23
H 9.00 4.58 2.05
H 8.54 1.84 3.11
H 7.28 2.20 4.28
H 9.29 2.74 5.40
H 8.54 4.30 4.94
H 10.25 5.70 4.43
H 11.77 5.03 3.82
H 11.21 4.59 5.45
Cl -1.73 -5.40 -5.74
Br 0.27 -3.13 -6.12

Record 2
The following is a quantum chemistry calculation of a gas-phase ion, C8H17N2O (charge +1), from the OMol25 dataset.

Its SMILES is C=CN1CC(C)(C)[N@H+](C)[C@H]1O. Its energy above the lowest of the compared OMol25 structures with the same formula, charge and spin is 2.515 eV. As for the net charge: +1.

Atoms and positions in Å:
C -1.82 2.35 1.99
C -0.57 1.84 1.96
N -0.41 0.45 1.56
C 0.95 -0.12 1.34
C 0.98 -0.43 -0.23
C 1.10 0.79 -0.98
C 1.89 -1.46 -0.71
N -0.60 -0.92 -0.39
C -1.18 -1.03 -1.83
C -1.40 -0.19 0.67
O -1.98 -1.28 1.27
H -1.93 3.45 2.13
H -2.61 1.91 1.44
H 0.26 2.36 2.56
H 1.13 -1.04 1.86
H 1.58 0.75 1.56
H 0.77 0.45 -1.95
H 2.12 0.96 -1.18
H 0.64 1.72 -0.61
H 1.88 -1.50 -1.79
H 1.69 -2.50 -0.27
H 2.95 -1.48 -0.35
H -0.45 -1.99 -0.23
H -1.67 -0.09 -2.19
H -0.30 -1.28 -2.47
H -1.93 -1.88 -1.64
H -2.04 0.59 0.12
H -2.76 -1.12 1.88

no.,DFT total energy (Eh),LUMO (eV)
1,-6524.6286,-5.038
2,-499.4400,-2.630